Formula: C2H3N2O2S
Source: OMol25
Level of theory: ωB97M-V with the def2-TZVPD basis set

```
10
Properties=species:S:1:pos:R:3:forces:R:3:lowdin_charge:R:1
C 2.23624 0.33022 0.27462 -0.45 -0.20 0.44 -0.348
C -2.65795 0.18798 0.14493 2.13 -0.86 -1.44 -0.186
N 3.35828 0.07338 0.12080 3.95 0.51 -0.69 0.272
N -0.26516 -0.41242 -0.74583 -0.02 -4.30 -1.44 -0.213
O 1.07382 0.41590 0.49600 0.60 0.96 1.02 -0.015
O -0.58242 -1.47675 -0.37035 0.36 2.37 -0.55 0.054
S -1.33298 1.02002 -0.21060 -2.23 1.12 1.23 1.155
H -3.64250 0.40598 0.35773 -1.84 1.56 0.74 0.044
H -2.58249 -0.87538 -0.04700 0.42 -0.55 0.33 0.050
H 4.39516 0.33107 -0.02029 -2.91 -0.61 0.36 0.187
```
Forces are in eV/Å.

Properties
- Relative energy (zero: lowest compared OMol25 entry of this formula, charge and spin): 0.986 eV
- Total charge: +1
- HOMO level: -14.795 eV
- DFT total energy: -20020.921 eV


Formula: C2H3N2O3S2
Source: OMol25
Level of theory: ωB97M-V with the def2-TZVPD basis set

```
12
Properties=species:S:1:pos:R:3:forces:R:3:lowdin_charge:R:1
C 1.42236 0.27609 -0.52518 4.12 -0.71 -0.66 -0.272
C 1.27576 -1.19633 -0.12942 -0.94 0.14 -0.07 -0.474
N 0.42860 0.94300 -0.88209 1.56 2.18 0.02 -0.098
N -0.72640 0.34770 -0.87181 -3.12 -1.63 1.75 -0.444
O -2.10308 2.21386 0.33781 -0.45 0.57 -0.25 -0.351
O -2.77268 -0.21619 0.53789 0.27 1.87 -0.51 -0.443
O -0.93380 0.63527 1.80469 0.39 0.64 -0.68 -0.385
S -0.50098 -1.38661 -0.41200 0.00 -0.53 -0.42 0.818
S -1.76096 0.85603 0.62228 -0.29 -2.38 0.46 0.377
H 2.52063 0.70358 -0.57703 -2.46 -0.51 0.18 0.127
H 1.61469 -1.98460 -0.88804 0.84 1.29 1.70 0.062
H 1.53587 -1.19180 0.98287 0.07 -0.92 -1.53 0.084
```
Forces are in eV/Å.

Properties
- Relative energy (zero: lowest compared OMol25 entry of this formula, charge and spin): 0.000 eV
- Total charge: -1
- HOMO level: -4.252 eV
- DFT total energy: -32915.239 eV


Formula: C2H3N2OPS
Source: OMol25
Level of theory: ωB97M-V with the def2-TZVPD basis set

```
10
Properties=species:S:1:pos:R:3:forces:R:3:lowdin_charge:R:1
C -1.50992 -0.84497 1.84332 2.82 1.29 1.13 -0.047
C -0.07169 0.18782 -1.55392 -1.52 -2.38 0.64 -0.305
N -0.51815 -0.42754 2.23550 0.20 -0.42 -0.14 0.063
N -0.91994 -0.63353 -1.63005 2.41 2.49 -0.11 -0.546
O 0.93447 0.83684 -1.16462 1.13 1.15 -0.04 -0.351
P 2.15432 0.54973 0.09531 -0.21 0.82 -0.23 0.875
S -2.09814 -1.60656 -2.09461 -1.01 -0.85 -0.07 0.434
H -2.46051 -0.93605 1.54505 -3.01 -0.88 -1.14 0.015
H 1.32667 1.23341 1.10703 1.13 -0.09 -0.80 -0.090
H 3.16290 1.64085 -0.38300 -1.93 -1.14 0.76 -0.048
```
Forces are in eV/Å.

Properties
- Relative energy (zero: lowest compared OMol25 entry of this formula, charge and spin): 3.502 eV
- HOMO level: -7.893 eV
- DFT total energy: -27269.995 eV


Formula: C2H3N2OS
Source: OMol25
Level of theory: ωB97M-V with the def2-TZVPD basis set

```
9
Properties=species:S:1:pos:R:3:forces:R:3:lowdin_charge:R:1
C -3.88319 0.50009 -0.02419 2.17 0.35 0.50 -1.090
C -0.05720 0.08098 -0.10202 0.25 0.15 0.36 -0.180
N -2.22351 0.32488 0.48907 -0.78 0.53 -1.00 -0.039
N -1.41602 0.48432 -0.43214 -1.40 -0.20 0.40 -0.149
O -4.32256 1.60389 -0.17589 0.30 0.24 0.06 -0.095
S -4.43801 -1.04696 -0.09286 -0.62 -1.07 -0.13 0.392
H 0.16202 -0.84142 -0.63988 0.01 -0.03 -0.10 0.057
H 0.08460 -0.09069 0.97259 -0.09 0.04 -0.06 0.054
H 0.61771 0.85956 -0.45642 0.15 -0.01 -0.02 0.049
```
Forces are in eV/Å.

Properties
- Relative energy (zero: lowest compared OMol25 entry of this formula, charge and spin): 0.000 eV
- Total charge: -1
- HOMO level: -3.422 eV
- DFT total energy: -17985.481 eV


Formula: C2H3N2OS
Source: OMol25
Level of theory: ωB97M-V with the def2-TZVPD basis set

```
9
Properties=species:S:1:pos:R:3:forces:R:3:lowdin_charge:R:1
C -0.02457 0.01196 -0.14314 -1.69 -1.08 -0.73 -0.097
C 0.85712 1.02077 -0.24474 2.76 0.91 -0.15 -0.242
N 0.18700 -0.72171 0.94892 3.30 3.26 0.73 0.059
N 1.20485 -0.29457 1.68776 0.14 -2.53 0.47 -0.340
O 2.04598 -1.47352 2.98936 -0.30 0.34 -0.44 -0.083
S 2.08172 0.83588 0.93793 -2.39 -0.41 0.67 1.272
H -0.84095 -0.44520 -0.69630 0.05 1.15 -0.73 0.164
H 1.19291 1.82444 -0.87248 -1.14 -0.01 -1.11 0.088
H -0.35046 -1.51477 1.14214 -0.73 -1.63 1.28 0.178
```
Forces are in eV/Å.

Properties
- Relative energy (zero: lowest compared OMol25 entry of this formula, charge and spin): 6.385 eV
- Total charge: +1
- HOMO level (spin up / spin down): -15.345 / -15.400 eV
- DFT total energy: -17971.063 eV


Formula: C2H3N2P
Source: OMol25
Level of theory: ωB97M-V with the def2-TZVPD basis set

```
8
Properties=species:S:1:pos:R:3:forces:R:3:lowdin_charge:R:1
C -0.06769 0.54607 -1.56673 -0.29 -0.89 0.67 -0.560
C 0.64212 1.01414 -2.49289 0.72 0.29 0.16 -0.027
N -0.91980 0.15381 -0.52587 -1.08 -1.76 0.15 -0.124
N -0.09333 0.47901 0.59692 -0.78 2.32 1.01 -0.343
P 1.41328 0.71442 -0.17285 1.52 -0.68 -2.09 0.897
H -1.15803 -0.86361 -0.38799 0.43 1.32 -1.02 0.139
H -0.33587 1.50380 0.72251 -0.03 -1.38 0.73 0.077
H 1.83491 -0.67494 -0.41302 -0.50 0.77 0.38 -0.060
```
Forces are in eV/Å.

Properties
- Relative energy (zero: lowest compared OMol25 entry of this formula, charge and spin): 5.221 eV
- HOMO level: -9.499 eV
- DFT total energy: -14385.294 eV


Formula: C2H3N2P3
Source: OMol25
Level of theory: ωB97M-V with the def2-TZVPD basis set

```
10
Properties=species:S:1:pos:R:3:forces:R:3:lowdin_charge:R:1
C -0.37397 1.11474 1.07786 1.47 -0.65 -5.92 -0.670
C 0.72817 0.08038 0.83040 -2.66 -0.20 -3.81 -0.499
N -0.22524 0.06264 -2.62897 -0.56 3.22 -0.55 -0.398
N -0.46384 -1.68658 -0.76904 -0.33 -0.98 0.02 -0.676
P -1.09509 1.75253 -0.31510 0.10 -0.30 0.61 0.842
P -0.45954 -1.37207 0.73926 0.26 0.32 0.01 0.843
P 0.05871 -1.37836 -2.29414 0.49 -2.56 0.57 0.520
H -0.74116 1.35988 1.97690 -0.89 0.66 3.53 -0.030
H 1.23689 0.04165 -0.22818 -0.89 0.77 2.28 0.074
H 1.33505 0.02519 1.61099 3.03 -0.30 3.25 -0.008
```
Forces are in eV/Å.

Properties
- Relative energy (zero: lowest compared OMol25 entry of this formula, charge and spin): 4.160 eV
- HOMO level (spin up / spin down): -8.917 / -8.374 eV
- DFT total energy: -32963.761 eV


Formula: C2H3N2S3
Source: OMol25
Level of theory: ωB97M-V with the def2-TZVPD basis set

```
10
Properties=species:S:1:pos:R:3:forces:R:3:lowdin_charge:R:1
C 0.04135 1.24638 -0.04906 -1.37 0.92 -1.74 -0.904
C -1.81170 -0.43113 -0.23223 -0.30 1.13 -0.87 -1.498
N -0.96216 0.67822 -0.30948 -1.01 -1.35 0.76 -0.061
N 1.51644 -0.26626 0.15101 2.00 -2.39 0.77 -0.060
S 0.88326 2.56444 -0.19949 1.61 2.00 0.55 0.566
S -3.20559 -0.27677 -1.13744 -0.26 -0.02 -0.16 0.406
S -1.33289 -1.69092 0.69979 0.36 -1.33 0.99 0.453
H 1.02542 -1.13924 -0.11199 -0.09 0.64 0.44 -0.020
H 1.30596 -0.13592 1.17458 0.70 -0.60 -1.31 0.047
H 2.53991 -0.54880 0.01431 -1.65 1.02 0.56 0.071
```
Forces are in eV/Å.

Properties
- Relative energy (zero: lowest compared OMol25 entry of this formula, charge and spin): 1.225 eV
- Total charge: -1
- HOMO level: -3.751 eV
- DFT total energy: -37609.035 eV


Formula: C2H3N3
Source: OMol25
Level of theory: ωB97M-V with the def2-TZVPD basis set

```
8
Properties=species:S:1:pos:R:3:forces:R:3:lowdin_charge:R:1
C -0.69152 -1.00390 -0.01403 0.85 -3.39 -0.37 -0.240
C -0.19444 0.98936 0.06999 2.21 2.95 -2.73 -0.178
H -1.39061 -1.91300 0.20469 1.90 1.61 -0.97 0.128
H -0.29062 2.18136 -0.13076 0.81 -3.19 0.82 0.149
H 2.06154 0.39928 0.14010 -2.49 -0.04 -0.63 0.181
N -1.22784 0.21631 -0.11454 0.88 0.14 1.79 0.028
N 1.03107 0.18608 -0.08120 -0.13 4.06 1.27 -0.061
N 0.70241 -1.05549 -0.07426 -4.02 -2.13 0.81 -0.006
```
Forces are in eV/Å.

Properties
- Relative energy (zero: lowest compared OMol25 entry of this formula, charge and spin): 1.395 eV
- HOMO level: -9.370 eV
- DFT total energy: -6591.180 eV


Formula: C2H3N3
Source: OMol25
Level of theory: ωB97M-V with the def2-TZVPD basis set

```
8
Properties=species:S:1:pos:R:3:forces:R:3:lowdin_charge:R:1
C 0.74459 0.64943 -0.06167 0.31 -1.96 0.58 -0.164
C 0.71836 -0.74002 -0.01101 -1.14 1.83 -0.15 -0.149
N -0.47057 1.07214 0.00316 -0.61 2.80 -0.52 -0.008
N -0.53482 -1.12501 0.02682 -1.07 -0.73 -0.37 0.035
N -1.14984 0.01680 -0.11108 -6.76 -0.25 1.84 -0.168
H 1.52931 1.26544 0.03719 2.65 2.15 -0.02 0.061
H 1.48095 -1.37829 -0.12594 2.54 -2.39 -0.06 0.060
H -2.84332 0.41778 0.42698 4.08 -1.44 -1.30 0.332
```
Forces are in eV/Å.

Properties
- Relative energy (zero: lowest compared OMol25 entry of this formula, charge and spin): 5.236 eV
- HOMO level (spin up / spin down): -10.090 / -10.129 eV
- DFT total energy: -6587.339 eV


What is the formula in the second record?
C2H3N2O3S2


Which of these has the highest relative energy (zero: lowest compared OMol25 entry of this formula, charge and spin)?
number 5


Among the records above, which one has the highest DFT total energy?
number 10


Please write out number 8 again, unchanged.
Formula: C2H3N2S3
Source: OMol25
Level of theory: ωB97M-V with the def2-TZVPD basis set

```
10
Properties=species:S:1:pos:R:3:forces:R:3:lowdin_charge:R:1
C 0.04135 1.24638 -0.04906 -1.37 0.92 -1.74 -0.904
C -1.81170 -0.43113 -0.23223 -0.30 1.13 -0.87 -1.498
N -0.96216 0.67822 -0.30948 -1.01 -1.35 0.76 -0.061
N 1.51644 -0.26626 0.15101 2.00 -2.39 0.77 -0.060
S 0.88326 2.56444 -0.19949 1.61 2.00 0.55 0.566
S -3.20559 -0.27677 -1.13744 -0.26 -0.02 -0.16 0.406
S -1.33289 -1.69092 0.69979 0.36 -1.33 0.99 0.453
H 1.02542 -1.13924 -0.11199 -0.09 0.64 0.44 -0.020
H 1.30596 -0.13592 1.17458 0.70 -0.60 -1.31 0.047
H 2.53991 -0.54880 0.01431 -1.65 1.02 0.56 0.071
```
Forces are in eV/Å.

Properties
- Relative energy (zero: lowest compared OMol25 entry of this formula, charge and spin): 1.225 eV
- Total charge: -1
- HOMO level: -3.751 eV
- DFT total energy: -37609.035 eV